The following is a quantum chemistry calculation of C34H48N6Pd as an isolated structure, from OMol25.

Last column: Löwdin charge in e.
Geometry (Å):
1 Pd -0.26 2.01 0.02  0.39
2 C -3.17 5.91 -0.21  -0.13
3 N -1.85 5.47 0.15  -0.27
4 C -0.94 6.57 0.10  -0.16
5 C -1.95 4.96 1.52  -0.23
6 C -2.67 3.61 1.50  -0.26
7 C -3.95 3.62 2.08  -0.13
8 C -4.77 2.53 1.95  -0.18
9 C -4.42 1.46 1.13  -0.17
10 C -3.16 1.43 0.62  -0.22
11 C -2.18 2.47 0.73  -0.20
12 H -3.52 6.71 0.47  0.08
13 H -3.83 5.09 -0.26  0.07
14 H -3.19 6.35 -1.22  0.08
15 H -1.20 7.40 0.79  0.07
16 H -0.99 6.91 -0.94  0.07
17 H 0.12 6.20 0.33  0.10
18 H -2.47 5.71 2.18  0.10
19 H -0.89 4.93 1.96  0.12
20 H -4.35 4.47 2.61  0.08
21 H -5.81 2.53 2.34  0.08
22 H -5.06 0.54 1.05  0.09
23 H -2.82 0.57 0.07  0.04
24 C -1.77 -2.58 -3.38  -0.04
25 C -2.72 -3.67 -2.79  -0.66
26 C -2.41 -3.99 -1.38  -0.06
27 C -4.10 -3.15 -2.98  -0.08
28 N -2.70 -4.99 -3.53  -0.12
29 N -1.44 -5.67 -3.50  -0.04
30 H -1.88 -1.71 -2.73  0.08
31 H -2.05 -2.33 -4.42  0.08
32 H -0.63 -2.73 -3.20  0.09
33 H -2.68 -3.10 -0.86  0.08
34 H -1.33 -4.21 -1.27  0.07
35 H -2.99 -4.90 -1.04  0.10
36 H -4.29 -2.14 -2.65  0.08
37 H -4.80 -3.71 -2.36  0.08
38 H -4.42 -3.19 -4.01  0.07
39 H -2.85 -4.88 -4.54  0.10
40 H -1.30 -6.20 -2.65  0.06
41 H -0.70 -4.96 -3.70  0.07
42 C -1.02 -1.80 3.23  -0.16
43 C -0.90 -0.64 2.22  -0.21
44 N -0.64 -1.15 0.90  0.05
45 C 0.26 -2.18 0.74  -0.37
46 N 0.69 -2.35 -0.48  0.06
47 C 1.62 -3.39 -0.82  -0.26
48 C 1.71 -4.55 0.24  -0.17
49 C 1.70 -3.89 1.65  -0.19
50 N 0.56 -3.04 1.85  -0.07
51 C 0.26 -2.60 3.20  -0.20
52 H -1.94 -2.37 3.07  0.11
53 H -1.08 -1.35 4.22  0.10
54 H -0.05 0.02 2.55  0.11
55 H -1.78 -0.02 2.23  0.09
56 H -0.58 -0.43 0.20  0.05
57 H 2.64 -2.94 -0.92  0.11
58 H 1.34 -3.91 -1.74  0.07
59 H 2.71 -5.02 0.05  0.10
60 H 0.90 -5.28 0.12  0.09
61 H 2.60 -3.32 1.82  0.11
62 H 1.63 -4.74 2.42  0.13
63 H 1.09 -2.05 3.64  0.10
64 H 0.20 -3.55 3.79  0.11
65 C 6.41 0.50 -2.54  -0.14
66 C 6.06 0.86 -1.20  -0.13
67 C 4.83 1.33 -0.90  -0.06
68 C 3.74 1.31 -1.80  -0.20
69 C 4.10 0.89 -3.12  -0.07
70 C 5.40 0.56 -3.51  -0.14
71 C 2.35 1.57 -1.56  -0.16
72 C 1.66 1.56 -0.41  -0.26
73 C 2.17 1.55 0.94  -0.31
74 C 2.34 0.40 1.69  -0.10
75 C 2.90 0.36 2.96  -0.10
76 C 3.54 1.53 3.46  -0.14
77 C 3.40 2.71 2.73  -0.16
78 C 2.71 2.73 1.56  -0.09
79 H 7.41 0.08 -2.71  0.07
80 H 6.75 0.77 -0.38  0.08
81 H 4.68 1.78 0.11  0.12
82 H 3.37 0.89 -3.94  0.10
83 H 5.69 0.33 -4.55  0.09
84 H 1.84 1.64 -2.47  0.04
85 H 1.87 -0.49 1.28  0.08
86 H 2.86 -0.50 3.58  0.06
87 H 4.09 1.53 4.42  0.07
88 H 3.74 3.65 3.14  0.08
89 H 2.60 3.69 1.07  0.10

As for the total charge: -2. For the HOMO-LUMO gap, the calculation gives 3.96 eV. The value obtained for the LUMO energy is 4.5 eV. Its total energy is -1780.5946 Eh.

The following is a quantum chemistry calculation of a 3-piece molecular cluster, C13H18BF16N2O5 overall, from OMol25.

Last column: natural (NBO) charge in e.
Geometry (Å):
1 C 0.26 -1.80 4.18  -0.64
2 C -0.36 -1.22 2.93  0.08
3 O -1.76 -0.91 3.16  -0.75
4 C 0.32 0.04 2.45  -0.06
5 O 1.67 -0.07 2.22  -0.47
6 N 2.04 -1.40 1.70  -0.70
7 B 1.99 -1.42 0.34  0.90
8 N 1.98 -0.19 -0.54  -1.11
9 O 1.94 -2.71 -0.27  -0.93
10 H 1.03 -1.17 4.58  0.21
11 H -0.49 -2.07 4.90  0.20
12 H 0.76 -2.71 3.88  0.23
13 H -0.34 -1.96 2.16  0.17
14 H -2.26 -1.53 2.64  0.47
15 H 0.13 0.82 3.18  0.16
16 H -0.19 0.37 1.53  0.13
17 H 1.06 0.22 -0.46  0.36
18 H 2.02 -0.52 -1.50  0.33
19 H 2.27 -2.67 -1.17  0.46
20 C -2.67 -5.08 -1.94  -0.13
21 C -3.91 -4.81 -1.07  0.59
22 C -4.84 -3.69 -1.52  0.52
23 F -4.21 -2.50 -1.52  -0.31
24 F -5.89 -3.60 -0.66  -0.33
25 F -3.54 -4.63 0.21  -0.30
26 F -4.66 -5.96 -1.10  -0.34
27 O -1.45 -4.54 -1.51  -0.50
28 C -1.12 -3.24 -1.85  0.85
29 C -1.00 -2.35 -0.62  0.48
30 F -2.19 -2.32 0.05  -0.34
31 F -0.74 -1.09 -1.01  -0.33
32 F -2.00 -2.75 -2.75  -0.33
33 F 0.07 -3.30 -2.47  -0.32
34 H -2.51 -6.16 -1.88  0.22
35 H -2.86 -4.87 -2.99  0.20
36 H -5.23 -3.88 -2.52  0.13
37 H -0.22 -2.70 0.06  0.22
38 C 1.70 3.50 -0.58  -0.15
39 C 2.62 3.89 -1.75  0.60
40 C 3.98 4.47 -1.39  0.52
41 F 3.86 5.63 -0.69  -0.33
42 F 4.67 4.76 -2.53  -0.33
43 F 1.96 4.74 -2.58  -0.32
44 F 2.86 2.76 -2.46  -0.32
45 O 0.69 4.43 -0.22  -0.51
46 C 0.97 5.45 0.64  0.85
47 C 0.81 6.81 -0.03  0.50
48 F 1.63 6.93 -1.09  -0.32
49 F 1.12 7.79 0.85  -0.33
50 F 2.19 5.31 1.19  -0.32
51 F 0.07 5.39 1.65  -0.32
52 H 1.14 2.63 -0.93  0.24
53 H 2.26 3.15 0.28  0.23
54 H 4.56 3.75 -0.80  0.15
55 H -0.22 6.94 -0.37  0.15

As for the total charge: -1. For the HOMO-LUMO gap, the calculation gives 5.89 eV. The value obtained for the LUMO energy is 2.3 eV. Its total energy is -2614.6488 Eh.

The following is a quantum chemistry calculation of C15H15ClCrNO as an isolated structure, from OMol25.

Last column: Mulliken spin population.
Geometry (Å):
1 C 1.90 -1.85 0.63  0.03
2 C 1.95 -1.79 -0.80  -0.04
3 C 0.59 -1.91 -1.29  0.09
4 H 2.86 -1.83 -1.40  0.00
5 C -0.28 -1.93 -0.18  -0.04
6 C 0.52 -1.99 0.98  -0.01
7 H 0.19 -2.26 1.97  0.03
8 H 2.77 -1.85 1.30  0.00
9 H 0.32 -2.15 -2.28  -0.01
10 H -1.34 -1.94 -0.25  0.02
11 Cr 0.89 0.38 -1.03  3.99
12 Cl 2.04 1.80 0.04  0.00
13 C 1.12 1.90 -2.58  -0.02
14 C -0.12 1.23 -2.89  0.06
15 C 0.22 0.04 -3.59  0.02
16 H -1.11 1.72 -2.87  -0.01
17 C 1.63 -0.07 -3.65  0.04
18 C 2.19 1.06 -3.03  0.00
19 H 3.25 1.34 -3.02  0.00
20 H 1.21 2.96 -2.26  0.01
21 H -0.50 -0.61 -4.11  0.00
22 H 2.19 -0.83 -4.21  0.01
23 O -0.71 0.70 0.43  0.04
24 N -1.26 0.70 1.69  0.00
25 C -2.61 0.87 1.76  0.33
26 C -3.25 0.96 3.01  0.66
27 C -2.53 0.72 4.18  0.33
28 C -1.14 0.49 4.04  0.51
29 C -0.51 0.51 2.80  0.49
30 H -3.18 1.02 0.82  -0.08
31 H -4.35 1.18 3.03  -0.48
32 H -2.98 0.77 5.16  -0.82
33 H -0.54 0.20 4.92  -0.16
34 H 0.57 0.45 2.68  0.00

As for the total charge: -2. For the HOMO-LUMO gap (spin up / spin down), the calculation gives 2.56 / 5.96 eV. The value obtained for the LUMO energy (spin up / spin down) is 5.1 / 5.0 eV. The spin multiplicity is 6. The calculation puts the energy above the lowest of the compared OMol25 structures with the same formula, charge and spin at 19.2 kcal per mole. Its total energy is -2215.0573 Eh.

The following is a quantum chemistry calculation of C26H26ClHfIN8O3S as an isolated structure, from OMol25.

Last column: natural (NBO) charge in e.
Geometry (Å):
1 Hf 0.62 0.95 -0.74  2.44
2 Cl -0.48 7.62 0.77  0.08
3 C 0.02 5.97 0.76  -0.04
4 C 0.75 5.47 1.80  -0.22
5 C 1.17 4.13 1.80  -0.19
6 I 2.24 3.31 3.38  0.24
7 C 0.87 3.29 0.74  0.29
8 O 1.28 2.01 0.69  -0.83
9 C 0.10 3.80 -0.33  0.10
10 N -0.20 2.92 -1.35  -0.63
11 C -0.92 3.36 -2.38  0.13
12 C -1.37 4.67 -2.46  -0.27
13 C -1.09 5.56 -1.45  -0.06
14 C -0.33 5.14 -0.34  -0.04
15 H 1.01 6.11 2.64  0.26
16 H -1.13 2.64 -3.16  0.23
17 H -1.95 4.98 -3.32  0.26
18 H -1.43 6.58 -1.49  0.26
19 N -0.21 -6.07 -0.26  -0.75
20 C -0.22 -4.85 -0.85  0.24
21 C -1.19 -3.89 -0.50  -0.28
22 C -1.16 -2.64 -1.07  -0.16
23 C -0.17 -2.31 -2.00  -0.39
24 C 0.75 -3.27 -2.40  -0.17
25 C 0.74 -4.52 -1.82  -0.26
26 S -0.22 -0.73 -2.74  2.31
27 O -0.70 -0.70 -4.07  -0.82
28 O -1.00 0.14 -1.76  -1.02
29 N 1.18 0.07 -2.53  -1.04
30 C 2.45 -0.34 -2.20  0.57
31 N 3.13 -1.26 -2.85  -0.45
32 C 4.42 -1.38 -2.52  0.15
33 C 5.02 -0.59 -1.55  -0.30
34 C 4.20 0.26 -0.85  0.13
35 N 2.90 0.36 -1.13  -0.58
36 H -0.99 -6.37 0.29  0.41
37 H 0.38 -6.80 -0.62  0.41
38 H -1.97 -4.15 0.20  0.22
39 H -1.94 -1.92 -0.84  0.23
40 H 1.47 -3.05 -3.18  0.26
41 H 1.45 -5.27 -2.14  0.23
42 H 4.97 -2.14 -3.07  0.23
43 H 6.08 -0.66 -1.34  0.26
44 H 4.56 0.87 -0.03  0.24
45 C -3.69 0.06 2.36  -0.42
46 C -3.36 0.62 0.99  -0.22
47 N -1.90 0.70 0.89  -0.56
48 C -1.10 -0.33 1.31  0.70
49 N 0.12 -0.39 0.79  -0.79
50 C 1.13 -1.25 1.44  -0.22
51 C 0.77 -1.45 2.90  -0.43
52 C -0.63 -2.04 2.96  -0.20
53 N -1.56 -1.17 2.23  -0.40
54 C -2.99 -1.27 2.55  -0.21
55 H -4.77 -0.07 2.47  0.25
56 H -3.36 0.76 3.12  0.23
57 H -3.77 1.62 0.88  0.23
58 H -3.77 -0.01 0.19  0.20
59 H -1.54 1.24 0.12  0.36
60 H 2.10 -0.77 1.34  0.22
61 H 1.16 -2.22 0.93  0.21
62 H 0.78 -0.48 3.40  0.23
63 H 1.48 -2.10 3.39  0.25
64 H -0.97 -2.09 4.00  0.23
65 H -0.64 -3.05 2.54  0.21
66 H -3.09 -1.61 3.58  0.23
67 H -3.44 -2.04 1.91  0.20

As for the total charge: +2. For the HOMO-LUMO gap, the calculation gives 7.19 eV. The value obtained for the LUMO energy is -6.2 eV. Its total energy is -2873.9288 Eh.